# 1
Density functional theory data (ωB97M-V with the def2-TZVPD basis set) for C24H29Cu2N4O as an isolated structure.

The geometry in ORCA input format:
```
! wB97M-V def2-TZVPD RIJCOSX def2/J DEFGRID3
* xyz 5 1
C -0.67 2.76 2.82
N -0.01 2.97 1.57
C 1.32 2.67 1.46
C 1.90 2.27 0.22
C 1.15 2.47 -0.98
C -0.14 2.97 -0.82
C -0.72 3.05 0.41
C 1.75 2.23 -2.27
C 3.07 2.52 -2.49
C 3.59 2.24 -3.76
N 2.86 1.67 -4.80
C 1.62 1.30 -4.55
C 1.01 1.59 -3.32
C 3.38 1.67 -6.15
H -0.14 3.31 3.60
H -0.74 1.68 2.94
H -1.73 3.04 2.81
H 1.82 2.65 2.42
H 2.93 1.95 0.29
H -0.85 3.06 -1.63
H -1.79 2.97 0.50
H 3.59 2.79 -1.57
H 4.64 2.47 -3.87
H 1.01 0.84 -5.31
H -0.02 1.31 -3.17
H 3.24 2.66 -6.58
H 2.96 0.80 -6.65
H 4.44 1.42 -6.21
C -1.88 -1.23 -3.41
N -1.64 -1.76 -2.07
C -0.38 -2.33 -1.86
C 0.01 -2.53 -0.52
C -0.88 -2.27 0.57
C -2.18 -1.88 0.24
C -2.55 -1.60 -1.08
C -0.61 -2.59 2.07
C 0.00 -3.71 2.48
C 0.26 -3.97 3.82
N -0.15 -3.08 4.78
C -0.90 -1.97 4.39
C -1.12 -1.71 3.05
C 0.23 -3.40 6.16
H -2.17 -1.92 -4.20
H -1.01 -0.72 -3.80
H -2.73 -0.55 -3.36
H 0.24 -2.53 -2.72
H 1.02 -2.71 -0.20
H -2.89 -1.60 1.02
H -3.43 -1.01 -1.29
H 0.29 -4.45 1.75
H 0.87 -4.76 4.23
H -1.07 -1.25 5.18
H -1.56 -0.81 2.65
H -0.54 -3.18 6.90
H 1.05 -2.77 6.50
H 0.54 -4.43 6.31
Cu -5.65 0.42 2.85
Cu -4.63 0.98 0.40
O -3.41 0.82 2.35
H -2.62 1.20 1.92
*
```

Calculated values
- energy above the lowest of the compared OMol25 structures with the same formula, charge and spin (kJ/mol) = 185.4
- F_max (eV/A) = 3.7
- LUMO level (eV) = -15.388
- gap between HOMO and LUMO (Eh) = 0.286

These are the Mulliken partial charges, in e, on atoms 1 to 5:
1. C -1.2193
2. N 0.0985
3. C -0.3138
4. C -0.9008
5. C 0.7089

# 2
Density functional theory data (ωB97M-V with the def2-TZVPD basis set) for C29H26GdN2O3S4 as an isolated structure.

The geometry in ORCA input format:
```
! wB97M-V def2-TZVPD RIJCOSX def2/J DEFGRID3
* xyz -1 8
Gd -0.22 -1.03 -0.67
O 1.31 -2.96 0.11
C 1.03 -3.75 1.27
C 0.33 -5.06 0.93
C -0.87 -4.88 0.00
C -2.00 -4.08 0.59
C -2.96 -4.70 1.39
C -4.03 -3.96 1.87
C -4.11 -2.62 1.53
C -3.11 -2.08 0.75
N -2.06 -2.78 0.30
H 1.70 -3.52 -0.56
H 0.41 -3.13 1.91
H 1.96 -3.95 1.81
H 0.02 -5.54 1.87
H 1.05 -5.73 0.45
H -1.25 -5.87 -0.26
H -0.57 -4.39 -0.92
H -2.88 -5.76 1.60
H -4.79 -4.42 2.48
H -4.93 -2.00 1.87
H -3.16 -1.04 0.44
S -2.51 -1.97 -4.78
C -1.74 -1.71 -3.34
S -2.30 -0.47 -2.25
S -0.35 -2.65 -2.86
O 1.67 4.81 5.37
C 0.47 4.17 5.48
O -0.33 4.59 6.26
C 0.25 3.00 4.59
C 1.12 2.59 3.59
C 0.85 1.48 2.82
C -0.31 0.72 3.03
S -0.68 -0.70 2.10
C -1.19 1.15 4.03
C -0.92 2.26 4.79
H 2.23 4.37 4.73
H 2.04 3.14 3.37
H 1.54 1.16 2.04
H -2.10 0.57 4.19
H -1.60 2.59 5.57
N 1.59 0.01 -1.41
C 1.49 1.07 -2.09
C 2.61 1.56 -2.96
C 2.97 2.90 -2.97
C 4.05 3.33 -3.74
C 4.75 2.43 -4.52
C 4.38 1.10 -4.53
C 3.32 0.66 -3.75
C 0.26 1.93 -2.04
C -0.36 2.15 -0.80
C -1.54 2.87 -0.73
C -2.14 3.34 -1.89
C -1.54 3.12 -3.12
C -0.34 2.43 -3.19
H 2.42 3.62 -2.37
H 4.33 4.38 -3.72
H 5.59 2.77 -5.12
H 4.92 0.39 -5.15
H 3.03 -0.38 -3.74
H 0.15 1.84 0.10
H -2.00 3.04 0.24
H -3.07 3.89 -1.83
H -2.01 3.48 -4.02
H 0.12 2.24 -4.15
*
```

Calculated values
- energy above the lowest of the compared OMol25 structures with the same formula, charge and spin (kJ/mol) = 29.0
- F_max (eV/A) = 0.4
- <S²> = 15.9772
- LUMO level (spin up / spin down) (eV) = 2.111 / 2.286
- gap between HOMO and LUMO (spin up / spin down) (Eh) = 0.236 / 0.244

These are the Mulliken partial charges, in e, on atoms 1 to 5:
1. Gd 0.3561
2. O -0.3459
3. C -0.2779
4. C -0.7762
5. C -0.5253

# 3
Density functional theory data (ωB97M-V with the def2-TZVPD basis set) for one molecule with the formula C5H8O.

The geometry in ORCA input format:
```
! wB97M-V def2-TZVPD RIJCOSX def2/J DEFGRID3
* xyz 0 1
C 1.22 0.14 -1.21
C 1.40 -0.04 0.11
C 0.40 -0.84 0.92
C -0.57 0.30 0.82
C -1.51 0.26 -0.33
O -0.61 1.22 1.61
H 1.66 0.96 -1.75
H 0.57 -0.53 -1.78
H 2.03 0.62 0.69
H 0.07 -1.76 0.43
H 0.65 -1.01 1.97
H -1.59 1.24 -0.82
H -1.44 -0.54 -1.07
H -2.26 -0.02 0.45
*
```

Calculated values
- energy above the lowest of the compared OMol25 structures with the same formula, charge and spin (kJ/mol) = 181.7
- F_max (eV/A) = 2.0
- LUMO level (eV) = 0.995
- structure (SMILES) = C=CCC(C)=O
- gap between HOMO and LUMO (Eh) = 0.382

These are the Mulliken partial charges, in e, on atoms 1 to 5:
1. C -0.6194
2. C -0.2693
3. C -0.4123
4. C 0.5828
5. C -1.0089

# 4
Density functional theory data (ωB97M-V with the def2-TZVPD basis set) for an isolated ion of composition C9H15N4O2 and charge +1.

The geometry in ORCA input format:
```
! wB97M-V def2-TZVPD RIJCOSX def2/J DEFGRID3
* xyz 1 1
C -0.96 -2.94 0.26
C 0.03 -1.88 0.54
O 1.10 -1.92 1.15
C -0.38 -0.49 0.09
C 1.00 0.37 0.08
N 1.02 1.64 0.58
C 2.30 2.00 0.51
N 3.02 1.09 -0.04
N 2.19 0.10 -0.35
C 2.67 -1.00 -1.26
C -1.18 0.14 1.30
N -1.49 1.54 0.94
C -2.33 1.54 -0.28
C -1.40 0.93 -1.32
O -1.02 -0.37 -1.09
H -0.33 -3.74 -0.22
H -1.64 -2.56 -0.54
H -1.41 -3.07 1.23
H 0.13 2.09 0.88
H 2.83 2.87 0.96
H 2.85 -1.90 -0.59
H 1.92 -1.09 -2.01
H 3.72 -0.61 -1.54
H -2.06 -0.57 1.46
H -0.62 -0.09 2.19
H -2.01 2.01 1.67
H -2.44 2.63 -0.49
H -3.15 0.89 -0.15
H -1.82 0.78 -2.42
H -0.53 1.62 -1.53
*
```

Calculated values
- energy above the lowest of the compared OMol25 structures with the same formula, charge and spin (kJ/mol) = 277.4
- F_max (eV/A) = 5.4
- LUMO level (eV) = -2.737
- structure (SMILES) = CC(=O)[C@]1(c2[nH]cn[n+]2C)CNCCO1
- gap between HOMO and LUMO (Eh) = 0.399

These are the Mulliken partial charges, in e, on atoms 1 to 5:
1. C -1.2265
2. C 0.4240
3. O -0.5974
4. C 1.6315
5. C -0.5810

# 5
Density functional theory data (ωB97M-V with the def2-TZVPD basis set) for one molecule with the formula C4H7ClO2.

The geometry in ORCA input format:
```
! wB97M-V def2-TZVPD RIJCOSX def2/J DEFGRID3
* xyz 0 1
C -0.40 0.53 -1.21
C 0.39 -0.33 -0.21
C -0.77 -1.08 0.75
O -1.53 -0.13 1.43
C 1.69 0.64 0.07
O 2.56 0.74 -0.72
Cl 1.66 1.52 1.57
H -0.64 1.49 -0.77
H -1.33 0.04 -1.48
H 0.17 0.69 -2.12
H 0.84 -1.18 -0.75
H -0.27 -1.77 1.44
H -1.43 -1.60 0.06
H -0.94 0.42 1.96
*
```

Calculated values
- energy above the lowest of the compared OMol25 structures with the same formula, charge and spin (kJ/mol) = 50.1
- F_max (eV/A) = 3.5
- LUMO level (eV) = 0.665
- structure (SMILES) = C[C@H](CO)C(=O)Cl
- gap between HOMO and LUMO (Eh) = 0.407

These are the Mulliken partial charges, in e, on atoms 1 to 5:
1. C -1.2976
2. C 0.1961
3. C -0.6713
4. O -0.4787
5. C 0.4638

# 6
Density functional theory data (ωB97M-V with the def2-TZVPD basis set) for a 2-piece molecular cluster, C6H15NO2 overall.

The geometry in ORCA input format:
```
! wB97M-V def2-TZVPD RIJCOSX def2/J DEFGRID3
* xyz 0 1
C 0.61 0.31 2.54
C 0.19 1.48 1.67
N 0.25 1.20 0.12
C -1.10 1.28 -0.41
C 0.95 -0.05 -0.24
C 2.48 0.10 -0.18
C 0.53 -0.50 -1.64
O -0.46 -1.15 -1.88
H -0.28 -0.23 2.84
H 0.91 0.67 3.54
H 1.50 -0.29 2.36
H 1.00 2.24 1.65
H -0.80 1.88 1.87
H -1.74 0.41 -0.53
H -0.99 1.63 -1.48
H -1.64 2.11 0.01
H 0.64 -0.92 0.37
H 2.94 -0.80 -0.54
H 2.81 0.90 -0.86
H 2.73 0.37 0.83
H 1.16 -0.21 -2.50
O -2.86 -2.36 -0.46
H -2.42 -2.07 0.35
H -2.53 -1.80 -1.18
*
```

Calculated values
- energy above the lowest of the compared OMol25 structures with the same formula, charge and spin (kJ/mol) = 289.4
- F_max (eV/A) = 4.0
- LUMO level (eV) = 0.785
- structure (SMILES) = CCN(C)[C@H](C)C=O.O
- gap between HOMO and LUMO (Eh) = 0.354

These are the Mulliken partial charges, in e, on atoms 1 to 5:
1. C -1.1909
2. C -0.4979
3. N -0.0712
4. C -1.1224
5. C 0.7086

# 7
Density functional theory data (ωB97M-V with the def2-TZVPD basis set) for one molecule with the formula C3H6N4O.

The geometry in ORCA input format:
```
! wB97M-V def2-TZVPD RIJCOSX def2/J DEFGRID3
* xyz 0 1
N 0.91 -0.63 1.86
C 0.94 -0.08 0.49
N 2.10 0.30 -0.16
C -0.33 0.16 -0.12
N -0.58 0.51 -1.46
N -1.90 0.13 -1.70
C -2.50 0.00 -0.55
O -1.70 -0.21 0.33
H 0.04 -0.73 2.28
H 1.54 -0.12 2.46
H 2.94 -0.20 0.00
H 1.91 0.74 -1.05
H 0.18 0.31 -2.10
H -3.55 -0.21 -0.28
*
```

Calculated values
- energy above the lowest of the compared OMol25 structures with the same formula, charge and spin (kJ/mol) = 426.4
- F_max (eV/A) = 11.3
- LUMO level (eV) = 0.833
- structure (SMILES) = NC(N)=C1NN=CO1
- gap between HOMO and LUMO (Eh) = 0.265

These are the Mulliken partial charges, in e, on atoms 1 to 5:
1. N -0.5693
2. C 0.0299
3. N -0.4483
4. C 0.4024
5. N -0.0459

# 8
Density functional theory data (ωB97M-V with the def2-TZVPD basis set) for one molecule with the formula C5H6N2.

The geometry in ORCA input format:
```
! wB97M-V def2-TZVPD RIJCOSX def2/J DEFGRID3
* xyz 0 1
H 2.80 0.06 0.56
N 2.30 -0.80 0.32
C 1.18 -0.52 -0.20
C 0.08 -1.50 -0.07
C -0.63 -2.46 0.15
N 0.96 0.53 -1.02
C -0.25 1.01 -0.87
C -1.00 1.28 0.41
H -1.24 -3.32 0.30
H -0.61 1.62 -1.72
H -2.01 0.87 0.32
H -1.09 2.36 0.53
H -0.50 0.87 1.29
*
```

Calculated values
- energy above the lowest of the compared OMol25 structures with the same formula, charge and spin (kJ/mol) = 370.2
- F_max (eV/A) = 5.1
- LUMO level (eV) = -0.263
- structure (SMILES) = [H]/N=C(C#C)\N=C/C
- gap between HOMO and LUMO (Eh) = 0.337

These are the Mulliken partial charges, in e, on atoms 1 to 5:
1. H 0.2485
2. N -0.7030
3. C 0.1078
4. C -0.1805
5. C 0.1749